Entry 1:
69
Properties=species:S:1:pos:R:3:forces:R:3:lowdin_charge:R:1 method="wB97M-V/def2-TZVPD" e_lumo_ev="2.1 / 1.9" spin_multiplicity=4 total_charge=-1
V 1.1016 1.1720 0.0684 -0.2 -1.4 1.4 0.93
O 2.1671 -2.4725 -1.7611 0.2 -1.0 -0.2 0.13
C 1.9937 -1.2081 -1.4236 -0.9 2.2 0.6 -0.45
O 1.2599 -0.8819 -0.3823 0.7 -0.6 -1.1 -0.19
C 2.4855 -0.1714 -2.2562 -0.2 1.5 1.1 -0.17
C 3.3758 -0.0786 -3.3494 -0.7 -1.4 -0.4 -0.03
C 3.7691 1.1159 -3.8365 -0.2 1.3 -0.2 -0.08
C 3.3169 2.3515 -3.2957 -1.2 -0.5 0.6 0.00
C 2.3712 2.2737 -2.2539 0.8 -1.2 0.3 -0.13
N 2.0577 1.0499 -1.7614 0.0 1.5 0.1 -0.01
C 1.7071 3.4416 -1.4283 1.5 1.9 -2.1 -0.54
O 1.9379 4.6150 -1.7773 -0.6 -2.3 0.8 0.04
O 0.9645 3.0550 -0.4490 0.0 -0.6 0.0 -0.14
H 1.7197 -3.0196 -1.1075 -0.1 -0.1 0.2 0.12
H 3.5533 -0.9583 -3.9348 0.5 -0.5 0.0 0.10
H 4.3637 1.1400 -4.7404 0.2 0.0 0.1 0.10
H 3.5504 3.2759 -3.7719 0.2 0.5 0.0 0.10
O -0.1643 0.2526 3.8333 -1.6 -1.3 2.9 0.08
C 0.5837 0.7077 3.0402 1.1 0.9 -2.4 -0.60
O 0.1909 0.8896 1.8115 0.5 0.5 -1.4 -0.19
C 1.9782 1.1439 3.3847 -0.4 0.0 0.2 -0.05
C 2.2862 1.3157 4.7042 -1.2 -0.3 1.5 0.07
C 3.4998 1.7948 5.1522 0.8 0.0 -1.8 -0.16
C 4.4643 2.0671 4.1836 1.5 1.2 -0.6 0.08
C 4.2006 1.9268 2.8252 -0.9 -0.6 2.6 -0.06
C 2.9231 1.4040 2.4031 2.0 0.6 -1.1 -0.27
O 2.7738 1.2135 1.1539 -0.6 0.1 -1.4 -0.09
N 5.2957 2.2160 1.9343 -0.4 -1.4 -1.3 -0.36
O 5.8122 3.2998 1.9898 0.5 0.9 0.2 0.09
O 5.6243 1.3210 1.1628 0.0 0.4 0.4 0.09
N 3.8924 2.0336 6.5030 -0.2 -0.7 0.3 -0.37
O 3.0091 2.1108 7.3387 0.1 0.1 0.2 0.07
O 5.0931 2.0945 6.7346 -0.3 0.2 0.4 0.05
H 1.4716 1.0069 5.3641 0.4 0.3 0.2 0.14
H 5.4594 2.4975 4.5074 -1.3 -0.7 -0.5 0.15
C -0.3288 -3.3359 1.7733 1.1 -0.6 0.9 -0.35
Sb -1.6994 -1.8738 1.0723 -0.5 0.5 0.4 1.38
C -3.4199 -2.3196 2.4772 1.8 -2.1 0.4 -0.31
C -2.3782 -3.1265 -0.5917 0.5 -0.3 -0.1 -0.36
C -3.5257 -2.5112 -1.3567 -0.8 -0.5 -0.8 -0.28
C -4.8049 -3.0889 -1.2371 0.0 1.2 0.1 -0.04
C -5.9092 -2.6236 -2.0193 1.7 -0.2 1.0 -0.08
C -5.6923 -1.6579 -2.9916 -0.6 0.4 0.6 -0.10
C -4.4577 -1.0584 -3.0629 0.7 0.4 -2.1 -0.10
C -3.3908 -1.4568 -2.3154 2.7 -1.5 1.3 -0.28
C -1.9792 -0.9419 -2.6149 -1.5 1.2 -1.9 -0.31
Sb -1.3859 0.8296 -1.5748 0.3 1.3 0.3 1.39
C -1.6681 2.3802 -3.0796 -1.3 -1.2 -1.3 -0.31
C -3.1861 1.2693 -0.5921 -0.6 -0.3 0.8 -0.34
H 0.6870 -2.9330 1.9516 -0.5 0.1 -0.3 0.01
H -0.2062 -4.2238 1.1471 -0.2 0.2 -0.3 0.00
H -0.6153 -3.7348 2.7517 -0.3 0.2 0.0 0.00
H -3.4550 -3.4751 2.6969 -0.2 2.2 -0.7 0.03
H -4.2874 -1.9283 1.9743 -0.5 0.0 0.1 -0.04
H -3.2062 -1.8334 3.4550 -0.2 -0.1 -0.8 0.00
H -2.6143 -4.0427 -0.0276 -0.5 0.2 -0.6 0.05
H -1.5179 -3.4281 -1.2527 -0.7 0.6 0.6 0.07
H -4.8714 -3.7973 -0.3962 -0.6 0.1 -0.7 0.11
H -6.8693 -2.9874 -1.7557 -0.8 -0.4 -0.2 0.08
H -6.4506 -1.2241 -3.6392 -0.2 -0.5 0.2 0.10
H -4.2170 -0.4273 -3.9509 -0.4 -0.1 1.0 0.13
H -1.9103 -0.7378 -3.7323 0.0 -0.1 1.3 0.09
H -1.1417 -1.5352 -2.3593 0.4 -1.3 0.2 0.00
H -2.7706 2.3745 -3.4707 2.0 0.0 0.7 0.03
H -0.9931 2.0308 -3.9125 -0.6 0.9 0.7 0.01
H -1.4276 3.3687 -2.6808 0.2 -0.2 -0.2 0.00
H -3.0025 2.0915 0.1162 -0.1 -0.2 -0.3 0.02
H -3.4996 0.3731 0.0118 -0.1 1.0 -0.8 -0.01
H -3.8938 1.5888 -1.3791 0.0 -0.4 0.7 0.01

=====

Entry 2:
64
Properties=species:S:1:pos:R:3:forces:R:3:lowdin_charge:R:1 method="wB97M-V/def2-TZVPD" e_lumo_ev=-3.8 spin_multiplicity=1 total_charge=+1
Pb -0.5163 -3.2987 0.3521 0.2 0.5 -0.3 1.17
C 0.4702 0.3208 3.0619 -1.4 0.9 0.2 -0.01
C 0.6238 -0.8389 2.1931 0.9 -0.8 0.2 -0.31
N -0.1165 -1.0773 1.1696 -0.9 0.3 -0.4 -0.07
N -1.0289 -0.1003 0.7363 1.6 -0.3 1.1 0.08
C -1.8637 -0.5284 -0.1927 0.9 0.7 1.1 -0.50
O -1.9120 -1.7159 -0.5816 -0.3 -1.6 -1.1 -0.22
C -2.7933 0.5118 -0.6606 0.2 -0.3 0.2 -0.16
C -3.5749 0.3130 -1.7839 -0.3 -0.2 -0.4 -0.02
C -4.6052 1.1831 -2.0951 0.9 -0.1 0.6 -0.06
C -4.7780 2.2755 -1.2767 -1.9 0.5 -1.3 -0.08
C -3.9824 2.4799 -0.1907 0.1 0.6 0.4 -0.08
C -2.9784 1.6233 0.1570 -0.5 -0.6 -0.6 -0.02
C 1.6009 -1.9027 2.6330 -1.5 0.1 -0.8 -0.22
C 2.6144 -1.7130 3.5455 1.5 -0.2 -0.3 0.01
C 3.5070 -2.7735 3.7933 -0.5 -0.8 -0.4 0.00
C 3.2307 -4.0417 3.2200 -0.3 2.5 0.9 -0.01
C 2.1285 -4.0936 2.3990 -0.1 -2.5 0.1 -0.16
N 1.3416 -3.1043 2.1020 -0.1 1.0 -0.1 -0.04
H -0.0899 1.0410 2.4820 -0.3 0.3 0.1 0.07
H -0.1660 0.0050 3.9241 0.5 0.3 -0.4 0.12
H 1.3447 0.8452 3.3972 0.7 -0.2 0.3 0.07
H -3.4478 -0.5402 -2.4253 0.3 -0.4 0.1 0.11
H -5.2624 0.9638 -2.9007 -0.4 0.0 -0.6 0.10
H -5.6388 2.9320 -1.5007 0.7 -0.2 0.3 0.12
H -4.1916 3.3090 0.4268 -0.2 0.9 0.7 0.10
H -2.4701 1.7328 1.0890 0.4 0.0 0.2 0.10
H 2.8641 -0.7323 3.9319 -0.3 -0.1 0.1 0.12
H 4.3854 -2.6152 4.4197 -0.3 -0.1 -0.1 0.12
H 3.7143 -4.9339 3.5096 0.8 -0.6 0.0 0.10
H 1.8036 -5.0806 2.0430 0.2 0.3 -0.2 0.13
S -3.4170 -5.5708 4.4191 0.7 0.8 -1.0 0.61
C -2.6017 -4.4547 3.2982 -0.1 -0.1 0.2 -1.64
S -2.1600 -2.9338 3.0012 -0.3 -0.2 0.4 0.64
S -2.4263 -5.9673 2.5394 -0.3 -0.4 0.3 0.56
C -0.8838 1.7241 -5.1597 2.6 0.4 -0.2 -0.09
C -0.5829 0.3249 -4.6891 -0.2 -0.2 2.4 -0.25
C 0.8321 0.1098 -4.1311 -1.0 0.9 0.9 -0.15
N 0.8269 -0.9929 -3.1471 0.1 -0.9 -0.9 0.05
C 1.4426 -1.1197 -2.0000 -0.8 0.7 -0.1 -0.79
S 1.7725 -2.6742 -1.3616 -0.1 -0.1 0.2 0.57
N 1.7915 -0.0057 -1.3082 0.5 0.0 0.9 0.11
C 1.1050 1.2465 -1.1798 -0.2 -0.9 0.6 -0.37
O 0.1211 1.4717 -1.8241 -0.1 0.5 -0.1 0.11
C 1.6630 2.1101 -0.0888 -0.1 -1.0 -0.3 -0.15
C 2.8759 1.7838 0.5609 -1.3 1.5 -0.3 -0.02
C 3.2609 2.6933 1.5164 -0.9 1.3 0.0 -0.06
C 2.5215 3.8552 1.8792 0.0 -0.9 -0.2 -0.06
C 1.2852 4.0620 1.3303 -0.9 -0.5 -1.0 -0.06
C 0.8636 3.1590 0.3205 -1.4 0.5 0.7 -0.01
H -1.9233 1.7593 -5.3212 -1.2 0.6 -0.5 0.06
H -0.2710 1.9313 -6.0694 -0.8 0.1 0.4 0.09
H -0.5573 2.4708 -4.3919 -0.5 -0.6 -0.5 0.09
H -0.7904 -0.4403 -5.4044 -0.3 -0.4 -0.8 0.10
H -1.2650 0.1563 -3.8185 0.4 -0.1 -0.6 0.10
H 1.1091 1.0392 -3.6056 0.2 -0.7 -0.5 0.11
H 1.5173 -0.1199 -4.9194 0.7 -0.2 -0.4 0.12
H 0.5514 -1.9209 -3.4661 0.0 0.5 -0.4 0.13
H 2.2029 -0.3116 -0.4410 0.3 0.2 0.1 0.08
H 3.4507 0.9206 0.2728 0.4 0.1 0.1 0.11
H 4.1861 2.6333 1.9613 2.0 -0.6 1.0 0.08
H 2.8542 4.5588 2.6315 0.4 -0.2 0.0 0.11
H 0.6338 4.8896 1.6525 0.4 -0.5 -0.2 0.12
H -0.2014 3.1665 -0.0346 1.3 0.3 0.0 0.14

=====

Values for maximum force, hartree/bohr, ordered as above
0.06925; 0.05261
Values for relative energy (zero: lowest compared OMol25 entry of this formula, charge and spin), eV, ordered as above
0.131; 0.308